<a>
{
  "formula": "H22O11",
  "method": "the ωB97M-V functional and the def2-TZVPD basis",
  "smiles": "O.O.O.O.O.O.O.O.O.O.O",
  "gap_ha": 0.361,
  "elements": ["O", "O", "O", "O", "O", "O", "O", "O", "O", "O", "O", "H", "H", "H", "H", "H", "H", "H", "H", "H", "H", "H", "H", "H", "H", "H", "H", "H", "H", "H", "H", "H", "H"],
  "positions_angstrom": [[0.527, 2.773, 2.194], [1.436, -0.762, -2.858], [-1.108, -2.663, -2.001], [1.240, -1.459, 1.917], [-3.014, -0.583, -2.221], [0.013, -0.247, -0.284], [1.324, -3.890, -0.744], [-2.601, 0.829, 0.475], [1.844, 2.587, -1.081], [-1.082, 3.048, -0.056], [2.192, 0.780, 3.453], [1.028, -3.931, 0.170], [1.920, -3.135, -0.790], [-0.696, 0.200, 0.197], [-2.432, -0.560, -1.455], [0.094, 2.954, 1.346], [2.599, 0.341, 4.205], [1.874, 3.490, -0.756], [-0.577, -2.453, -1.227], [-1.967, -2.913, -1.647], [1.788, 0.065, 2.945], [0.237, 1.896, 2.453], [-2.912, 0.958, 1.378], [-1.243, 3.491, -0.894], [2.243, -0.285, -2.644], [-3.344, 1.084, -0.088], [-2.460, -0.972, -2.907], [0.990, -0.880, -2.011], [1.966, -2.056, 1.701], [0.441, -1.995, 1.853], [0.906, 2.371, -1.118], [0.626, -0.559, 0.408], [-1.853, 2.472, 0.087]],
  "lowdin_charge": [-0.07, -0.06, -0.05, -0.03, -0.07, -0.05, -0.03, -0.04, -0.06, -0.06, -0.06, 0.02, 0.04, 0.01, -0.01, -0.02, 0.04, 0.03, -0.01, 0.04, -0.02, 0.00, 0.08, 0.07, 0.03, 0.08, 0.03, -0.03, 0.08, 0.07, 0.00, 0.02, 0.01]
}



<b>
{
  "formula": "H22O11",
  "method": "the ωB97M-V functional and the def2-TZVPD basis",
  "smiles": "O.O.O.O.O.O.O.O.O.O.O",
  "gap_ha": 0.357,
  "elements": ["O", "O", "O", "O", "O", "O", "O", "O", "O", "O", "O", "H", "H", "H", "H", "H", "H", "H", "H", "H", "H", "H", "H", "H", "H", "H", "H", "H", "H", "H", "H", "H", "H"],
  "positions_angstrom": [[0.301, -0.607, -3.015], [1.440, -2.785, -2.302], [4.397, -0.869, 2.034], [-0.187, 1.929, 2.813], [-1.509, 3.161, -0.228], [-3.332, 0.903, 0.474], [0.427, -2.229, 3.669], [-2.254, -3.609, -0.793], [-0.406, -0.581, -0.718], [-0.678, 3.320, -3.627], [2.174, 1.638, 1.944], [0.602, -1.779, 2.835], [0.911, -3.479, -1.892], [4.275, -1.103, 1.107], [0.666, 0.282, -2.944], [2.113, 0.840, 2.480], [3.747, -1.407, 2.500], [-2.410, 3.346, -0.516], [-4.254, 0.914, 0.754], [3.114, 1.852, 1.948], [-1.495, 3.691, -3.979], [0.057, -1.328, -0.322], [-1.053, 2.104, 2.427], [-0.600, -0.466, -3.326], [-1.000, -0.987, -1.359], [-1.550, -4.163, -0.437], [-0.138, 0.967, 2.850], [1.907, -3.236, -3.014], [-0.943, 2.460, -3.280], [-1.364, 3.780, 0.497], [-0.370, -2.742, 3.495], [-1.907, -3.303, -1.638], [-3.284, 1.587, -0.203]],
  "lowdin_charge": [-0.08, -0.06, -0.05, -0.06, -0.04, -0.05, -0.05, -0.05, -0.07, -0.06, -0.07, 0.02, 0.02, 0.04, 0.05, 0.01, 0.03, 0.03, 0.04, 0.04, 0.03, 0.02, 0.02, 0.04, 0.01, 0.03, 0.02, 0.05, 0.02, 0.05, 0.04, 0.03, 0.00]
}



<c>
{
  "formula": "H22O11",
  "method": "the ωB97M-V functional and the def2-TZVPD basis",
  "smiles": "O.O.O.O.O.O.O.O.O.O.O",
  "gap_ha": 0.366,
  "elements": ["O", "O", "O", "O", "O", "O", "O", "O", "O", "O", "O", "H", "H", "H", "H", "H", "H", "H", "H", "H", "H", "H", "H", "H", "H", "H", "H", "H", "H", "H", "H", "H", "H"],
  "positions_angstrom": [[-1.619, -2.389, -0.853], [-1.296, 1.027, 2.902], [3.470, 2.942, 0.078], [-2.603, -4.281, -2.268], [-3.285, -0.099, -0.094], [-1.270, 3.145, -2.616], [-1.902, -1.893, 3.411], [-2.455, 4.007, 0.029], [5.573, -2.030, -0.813], [0.611, -0.536, -0.989], [2.739, -1.120, 1.298], [-1.704, 3.650, -0.458], [3.610, -1.114, 1.710], [4.254, 3.435, -0.187], [-2.694, 0.522, 0.348], [-2.726, -0.862, -0.281], [0.600, 0.149, -0.312], [2.843, -0.559, 0.521], [-1.341, -2.078, 4.172], [-1.347, -1.354, 2.836], [-2.117, 4.822, 0.418], [-1.203, 2.248, -2.961], [1.549, -0.704, -1.137], [-3.471, -3.985, -2.564], [-0.583, 3.629, -3.087], [-0.458, 1.258, 2.487], [-1.830, 0.682, 2.177], [5.499, -2.647, -0.076], [-0.890, -1.966, -0.386], [-2.086, -3.469, -2.208], [2.787, 3.240, -0.533], [-2.295, -2.505, -0.176], [5.641, -1.167, -0.389]],
  "lowdin_charge": [-0.06, -0.04, -0.06, -0.08, -0.03, -0.05, -0.06, -0.06, -0.06, -0.03, -0.05, -0.01, 0.04, 0.04, 0.01, -0.02, 0.04, 0.01, 0.04, 0.00, 0.03, 0.05, 0.04, 0.03, 0.04, 0.04, 0.01, 0.04, 0.03, -0.01, 0.03, 0.06, 0.03]
}



Most stable one: <a>, least stable one: <b>.



<a>
{
  "formula": "H22O11",
  "method": "the ωB97M-V functional and the def2-TZVPD basis",
  "gap_ha": 0.353,
  "elements": ["O", "O", "O", "O", "O", "O", "O", "O", "O", "O", "O", "H", "H", "H", "H", "H", "H", "H", "H", "H", "H", "H", "H", "H", "H", "H", "H", "H", "H", "H", "H", "H", "H"],
  "positions_angstrom": [[-0.440, -2.840, 0.271], [0.608, 0.181, -0.611], [2.346, -2.547, -0.345], [0.547, -0.066, -3.288], [-3.490, -0.964, 0.156], [2.139, 2.022, 3.226], [-1.764, 1.183, 0.678], [-1.571, -1.739, -2.158], [0.568, 2.886, -0.974], [2.573, 0.900, 0.392], [-1.541, 0.754, 2.888], [0.441, -2.512, 0.060], [-2.893, -1.347, -0.434], [1.742, 3.069, 3.153], [0.310, 3.479, -0.276], [-2.469, 0.572, 0.511], [0.640, 0.197, -2.355], [2.333, 1.947, 2.344], [3.235, 1.451, 0.008], [-1.867, -0.842, -2.374], [-3.787, -1.504, 0.922], [-2.275, 1.915, 0.587], [-2.120, -2.019, -2.881], [0.419, 2.056, -0.728], [-0.884, -2.786, -0.650], [2.809, -2.064, -0.890], [-1.476, 1.602, 3.342], [3.062, 0.102, 0.677], [-0.276, 0.048, -0.085], [2.722, -3.144, 0.235], [0.439, -0.997, -3.390], [-1.423, 0.794, 1.872], [1.355, 0.224, 0.126]],
  "lowdin_charge": [-0.11, -0.17, 0.07, -0.07, -0.02, -0.10, 0.05, -0.04, 0.01, 0.00, -0.13, -0.03, -0.03, 0.16, 0.03, 0.04, -0.02, -0.09, 0.09, 0.07, 0.10, 0.06, 0.06, -0.11, 0.04, -0.03, 0.01, 0.10, 0.09, 0.04, 0.00, -0.08, 0.03]
}



<b>
{
  "formula": "H22O11",
  "method": "the ωB97M-V functional and the def2-TZVPD basis",
  "smiles": "O.O.O.O.O.O.O.O.O.O.O",
  "gap_ha": 0.397,
  "elements": ["O", "O", "O", "O", "O", "O", "O", "O", "O", "O", "O", "H", "H", "H", "H", "H", "H", "H", "H", "H", "H", "H", "H", "H", "H", "H", "H", "H", "H", "H", "H", "H", "H"],
  "positions_angstrom": [[-0.471, 2.643, -1.328], [2.546, -0.033, -0.404], [-3.774, -0.280, 0.210], [-0.322, 0.010, 0.026], [0.707, 1.849, 2.403], [-2.169, -1.085, 2.580], [-1.869, -1.813, -1.503], [0.598, -1.646, 3.323], [1.185, -3.114, -1.224], [1.486, -0.015, -3.072], [2.361, 2.713, -1.935], [2.318, 3.536, -2.432], [1.500, -3.239, -0.322], [1.652, 0.155, -2.131], [2.936, -0.912, -0.331], [0.465, -1.113, 4.113], [-1.294, -1.198, -1.013], [0.454, 0.565, 0.182], [-2.945, -0.536, 2.397], [-2.461, -1.723, 3.242], [-0.217, -1.529, 2.811], [0.053, 2.414, 1.973], [-0.632, -0.222, 0.913], [-0.437, 2.197, -2.185], [1.208, -2.160, -1.380], [1.645, 0.841, -3.482], [-1.304, -2.588, -1.619], [-2.933, -0.706, -0.011], [-1.195, 2.196, -0.872], [-4.107, 0.024, -0.640], [1.518, 2.650, -1.461], [0.284, 1.553, 3.215], [3.212, 0.564, -0.043]],
  "lowdin_charge": [-0.06, -0.04, -0.06, -0.06, -0.05, -0.05, -0.07, -0.06, -0.04, -0.07, -0.06, 0.05, 0.04, -0.03, 0.06, 0.03, -0.02, 0.02, 0.05, 0.06, -0.01, 0.04, 0.03, 0.05, 0.01, 0.02, 0.03, -0.01, 0.04, 0.04, 0.00, 0.04, 0.07]
}



Most stable one: <b>, least stable one: <a>.



<a>
{
  "formula": "C2H3N3O2",
  "method": "the ωB97M-V functional and the def2-TZVPD basis",
  "gap_ha": 0.323,
  "elements": ["O", "O", "N", "N", "N", "C", "C", "H", "H", "H"],
  "positions_angstrom": [[0.892, -0.740, 1.598], [-0.240, -3.272, 0.013], [-0.922, -0.192, -0.211], [0.475, 1.705, -0.693], [1.097, 0.278, 1.010], [0.071, 0.573, -0.049], [-0.943, -2.976, 0.857], [1.223, 2.233, -0.269], [-1.531, 0.123, -0.965], [-0.163, 2.205, -1.290]],
  "lowdin_charge": [0.01, -0.01, 0.14, 0.13, 0.02, -0.51, -0.03, 0.09, 0.06, 0.10]
}



<b>
{
  "formula": "C2H3N3O2",
  "method": "the ωB97M-V functional and the def2-TZVPD basis",
  "gap_ha": 0.388,
  "elements": ["O", "O", "N", "N", "N", "C", "C", "H", "H", "H"],
  "positions_angstrom": [[-1.286, 0.484, 2.122], [-0.091, -2.037, -1.316], [-0.045, 1.061, 0.285], [-0.190, -1.071, -0.548], [-0.879, -1.066, 0.489], [-0.767, 0.235, 1.106], [0.592, 0.190, -0.659], [0.591, 0.462, -1.806], [1.547, -0.139, -0.367], [0.527, 1.883, 0.694]],
  "lowdin_charge": [0.14, 0.03, 0.10, -0.31, 0.21, -0.56, -0.09, 0.18, 0.12, 0.20]
}



<c>
{
  "formula": "C2H3N3O2",
  "method": "the ωB97M-V functional and the def2-TZVPD basis",
  "smiles": "Nc1nc(O)no1",
  "gap_ha": 0.354,
  "elements": ["O", "O", "N", "N", "N", "C", "C", "H", "H", "H"],
  "positions_angstrom": [[0.347, 1.436, -0.026], [-2.659, -0.218, -0.044], [-1.163, 1.518, 0.056], [-0.317, -0.648, -0.025], [2.015, -0.255, 0.150], [-1.375, 0.152, 0.083], [0.736, 0.230, -0.118], [2.099, -1.385, -0.257], [3.009, 0.421, -0.085], [-2.692, -1.251, 0.267]],
  "lowdin_charge": [0.01, 0.04, 0.18, 0.14, 0.06, -0.52, -0.53, 0.20, 0.21, 0.20]
}



<d>
{
  "formula": "C2H3N3O2",
  "method": "the ωB97M-V functional and the def2-TZVPD basis",
  "gap_ha": 0.382,
  "elements": ["O", "O", "N", "N", "N", "C", "C", "H", "H", "H"],
  "positions_angstrom": [[-0.789, -1.187, -0.322], [1.456, -1.154, -0.057], [-1.047, 1.029, 0.242], [1.108, 1.512, -0.303], [0.396, -0.623, 0.563], [-1.585, -0.144, -0.092], [0.232, 0.720, 0.239], [1.850, -0.237, -0.516], [-2.692, -0.220, -0.418], [0.419, 2.313, -0.426]],
  "lowdin_charge": [0.06, -0.01, 0.13, 0.16, -0.03, -0.16, -0.57, 0.17, 0.17, 0.10]
}



Most stable one: <b>, least stable one: <d>.



<a>
{
  "formula": "C2H3N3O2",
  "method": "the ωB97M-V functional and the def2-TZVPD basis",
  "smiles": "O=c1cn[nH]n1O",
  "gap_ha": [0.306, 0.306],
  "elements": ["O", "O", "N", "N", "N", "C", "C", "H", "H", "H"],
  "positions_angstrom": [[-0.375, -1.115, -1.672], [1.490, -1.442, 0.657], [-0.605, 0.969, -0.629], [-0.393, 1.486, 0.580], [-0.539, -0.393, -0.504], [0.445, 0.711, 1.258], [0.720, -0.527, 0.637], [-0.141, -2.010, -1.367], [-1.282, 1.401, -1.244], [0.679, 0.919, 2.285]],
  "lowdin_charge": [-0.01, 0.10, -0.04, 0.06, -0.10, -0.09, -0.31, 0.11, 0.16, 0.11]
}



<b>
{
  "formula": "C2H3N3O2",
  "method": "the ωB97M-V functional and the def2-TZVPD basis",
  "smiles": "Nc1noc(=O)[nH]1",
  "gap_ha": 0.359,
  "elements": ["O", "O", "N", "N", "N", "C", "C", "H", "H", "H"],
  "positions_angstrom": [[-2.448, 1.359, -0.468], [-1.076, 0.700, 1.220], [-0.472, 0.083, -0.775], [1.643, -0.763, 0.000], [-0.162, -0.413, 1.452], [0.357, -0.434, 0.266], [-1.466, 0.767, -0.092], [-0.634, -0.277, -1.727], [2.220, -0.866, 0.825], [2.038, -0.157, -0.702]],
  "lowdin_charge": [0.11, 0.01, 0.19, 0.15, 0.14, -0.44, -0.54, 0.18, 0.11, 0.11]
}



Most stable one: <b>, least stable one: <a>.



<a>
{
  "formula": "C2H3N3O2",
  "method": "the ωB97M-V functional and the def2-TZVPD basis",
  "gap_ha": 0.323,
  "elements": ["O", "O", "N", "N", "N", "C", "C", "H", "H", "H"],
  "positions_angstrom": [[-1.197, -1.421, -2.840], [-0.153, 1.308, -1.448], [0.152, -0.895, -0.050], [0.149, 0.597, 1.834], [0.047, 1.497, -0.286], [-0.088, -1.194, -2.948], [0.128, 0.232, 0.521], [0.409, -0.071, 2.541], [0.219, -1.664, 0.615], [0.305, 1.573, 2.038]],
  "lowdin_charge": [-0.01, 0.01, 0.14, 0.13, 0.02, -0.04, -0.51, 0.10, 0.06, 0.09]
}



<b>
{
  "formula": "C2H3N3O2",
  "method": "the ωB97M-V functional and the def2-TZVPD basis",
  "gap_ha": [0.297, 0.297],
  "elements": ["O", "O", "N", "N", "N", "C", "C", "H", "H", "H"],
  "positions_angstrom": [[-0.810, -1.088, -0.291], [1.405, 1.287, 0.126], [-3.253, 0.255, -0.115], [2.219, 0.241, -0.245], [-0.006, 1.184, 0.039], [-2.108, 0.509, -0.171], [-0.728, 0.181, -0.109], [2.962, 0.256, 0.464], [-3.870, -0.510, 0.045], [2.334, 0.244, -1.229]],
  "lowdin_charge": [0.01, -0.18, 0.28, 0.02, 0.10, 0.08, -0.61, 0.10, 0.12, 0.07]
}



Most stable one: <a>, least stable one: <b>.



<a>
{
  "formula": "C4H12",
  "method": "the ωB97M-V functional and the def2-TZVPD basis",
  "smiles": "CC.CC",
  "gap_ha": 0.462,
  "elements": ["C", "C", "C", "C", "H", "H", "H", "H", "H", "H", "H", "H", "H", "H", "H", "H"],
  "positions_angstrom": [[1.254, -0.445, -1.149], [-2.037, 0.034, 0.049], [-1.733, 0.802, 1.346], [2.483, -0.326, -0.237], [2.357, 0.476, 0.499], [-3.078, -0.317, -0.022], [-2.617, 1.291, 1.742], [0.499, -1.028, -0.632], [-1.348, 0.095, 2.082], [0.919, 0.539, -1.456], [2.739, -1.238, 0.290], [-0.978, 1.561, 1.150], [1.551, -0.926, -2.079], [-1.738, 0.482, -0.886], [-1.636, -0.972, 0.115], [3.363, -0.027, -0.812]],
  "lowdin_charge": [-0.16, -0.18, -0.15, -0.17, 0.06, 0.06, 0.06, 0.04, 0.06, 0.06, 0.06, 0.06, 0.06, 0.05, 0.04, 0.06]
}



<b>
{
  "formula": "C4H12",
  "method": "the ωB97M-V functional and the def2-TZVPD basis",
  "smiles": "CC.CC",
  "gap_ha": 0.449,
  "elements": ["C", "C", "C", "C", "H", "H", "H", "H", "H", "H", "H", "H", "H", "H", "H", "H"],
  "positions_angstrom": [[1.375, -1.667, -0.305], [0.465, -1.680, -1.487], [-1.459, 2.070, 1.241], [-0.328, 1.376, 0.523], [1.158, -0.808, 0.341], [0.525, 2.051, 0.371], [-0.396, -2.343, -1.277], [1.219, -2.488, 0.399], [-1.172, 2.487, 2.193], [2.448, -1.660, -0.529], [-1.974, 2.808, 0.632], [-0.585, 0.807, -0.350], [0.005, -0.838, -2.034], [-2.346, 1.413, 1.396], [0.818, -2.269, -2.347], [0.245, 0.741, 1.232]],
  "lowdin_charge": [-0.17, -0.20, -0.18, -0.18, 0.03, 0.07, 0.07, 0.07, 0.06, 0.07, 0.06, 0.05, 0.06, 0.07, 0.06, 0.06]
}



Most stable one: <a>, least stable one: <b>.